a) {
  "formula": "C41H56BCaN12O2S2Si",
  "method": "wB97M-V/def2-TZVPD",
  "gap_ev": 6.4,
  "total_charge": -1,
  "e_lumo_ev": 2.116,
  "species": ["Ca", "C", "C", "C", "C", "C", "C", "N", "N", "B", "N", "C", "C", "C", "N", "C", "C", "C", "N", "C", "C", "C", "N", "C", "C", "C", "H", "H", "H", "H", "H", "H", "H", "H", "H", "H", "H", "H", "H", "H", "H", "H", "H", "H", "H", "H", "H", "H", "H", "H", "H", "H", "H", "H", "N", "C", "N", "C", "C", "S", "C", "C", "S", "C", "N", "N", "H", "H", "H", "H", "H", "H", "C", "C", "O", "C", "C", "C", "C", "C", "C", "O", "H", "H", "H", "H", "H", "H", "H", "C", "C", "C", "C", "C", "C", "N", "N", "Si", "C", "C", "C", "H", "H", "H", "H", "H", "H", "H", "H", "H", "H", "H", "H", "H", "H", "H"],
  "coordinates": [[-0.569, -0.175, 1.337], [-1.484, 4.505, -2.099], [-1.689, 4.795, -0.574], [-0.317, 5.185, 0.019], [-2.306, 3.696, 0.253], [-2.679, 3.725, 1.683], [-3.201, 2.487, 1.893], [-3.152, 1.762, 0.736], [-2.703, 2.553, -0.283], [-3.762, 0.385, 0.587], [-3.693, -0.486, 1.865], [-4.741, -1.198, 2.399], [-4.382, -1.814, 3.573], [-2.992, -1.424, 3.767], [-2.573, -0.624, 2.754], [-2.131, -1.923, 4.939], [-2.951, -2.072, 6.217], [-0.869, -1.121, 5.085], [-3.058, -0.351, -0.606], [-3.595, -0.648, -1.821], [-2.746, -1.507, -2.488], [-1.685, -1.699, -1.633], [-1.906, -1.020, -0.439], [-0.627, -2.662, -1.871], [-0.922, -4.064, -1.386], [-0.166, -2.884, -3.285], [-0.890, 5.189, -2.653], [-1.067, 3.481, -2.259], [-2.523, 4.441, -2.515], [-2.404, 5.593, -0.374], [0.515, 4.417, -0.065], [0.170, 5.990, -0.566], [-0.359, 5.547, 1.075], [-2.326, 4.516, 2.370], [-3.517, 1.929, 2.772], [-4.918, 0.457, 0.255], [-5.681, -1.114, 1.883], [-4.997, -2.360, 4.289], [-1.798, -2.942, 4.584], [-3.555, -1.178, 6.346], [-3.551, -3.007, 6.271], [-2.241, -2.135, 7.020], [-0.854, -0.026, 5.099], [-0.342, -1.414, 6.030], [-0.074, -1.385, 4.254], [-4.495, -0.240, -2.269], [-2.899, -2.027, -3.410], [0.238, -2.244, -1.277], [-1.828, -4.467, -1.832], [-0.101, -4.704, -1.550], [-1.040, -4.015, -0.264], [-0.825, -3.614, -3.843], [-0.086, -1.995, -3.894], [0.805, -3.352, -3.245], [4.263, -2.214, -4.247], [3.634, -1.781, -5.341], [2.369, -1.324, -5.314], [2.073, -0.775, -6.529], [3.028, -0.850, -7.480], [4.346, -1.756, -6.995], [0.745, -0.202, -6.704], [0.113, 0.080, -7.891], [-1.478, 0.593, -7.683], [-1.274, 0.402, -6.002], [-0.098, -0.056, -5.556], [-2.243, 0.689, -5.126], [3.545, -2.339, -3.488], [5.090, -2.807, -4.385], [2.956, -0.593, -8.522], [0.671, 0.364, -8.792], [-3.136, 1.122, -5.384], [-2.090, 0.491, -4.123], [4.629, -2.911, -0.758], [3.154, -2.776, -0.680], [2.482, -2.222, -1.570], [2.603, -3.493, 0.553], [3.302, -4.662, 1.010], [2.775, -5.456, 2.035], [1.533, -5.105, 2.594], [0.838, -3.977, 2.220], [1.412, -3.059, 1.246], [0.936, -1.866, 1.001], [5.065, -2.559, -1.690], [4.879, -3.928, -0.558], [5.231, -2.328, 0.036], [4.204, -4.970, 0.492], [3.278, -6.380, 2.386], [1.199, -5.688, 3.500], [-0.002, -3.626, 2.848], [1.362, 0.683, -2.160], [1.894, 1.445, -0.908], [2.908, 2.396, -1.016], [3.379, 3.014, 0.148], [2.619, 2.848, 1.266], [1.360, 2.024, 1.286], [1.109, 1.317, 0.183], [0.600, 2.000, 2.390], [0.848, 3.155, 3.798], [2.265, 2.626, 5.012], [-0.756, 3.051, 4.861], [1.270, 4.969, 3.397], [1.975, 1.153, -2.966], [0.284, 0.726, -2.266], [1.591, -0.382, -2.087], [3.321, 2.602, -2.048], [4.272, 3.592, 0.129], [2.945, 3.277, 2.230], [1.628, 2.479, 5.896], [3.111, 3.341, 5.073], [2.673, 1.726, 4.574], [-1.416, 3.915, 4.698], [-0.554, 3.075, 5.961], [-1.340, 2.137, 4.707], [2.184, 5.239, 3.880], [0.511, 5.646, 3.717], [1.467, 5.147, 2.286]],
  "lowdin_charge": [1.377, -0.069, -0.353, -0.081, -0.271, -0.019, -0.109, -0.060, 0.135, -0.585, -0.018, -0.080, -0.020, -0.246, 0.026, -0.389, -0.076, -0.089, -0.051, -0.074, -0.045, -0.262, 0.011, -0.408, -0.062, -0.085, 0.048, 0.077, 0.078, 0.125, 0.089, 0.071, 0.061, 0.096, 0.113, 0.109, 0.111, 0.095, 0.143, 0.086, 0.087, 0.058, 0.057, 0.084, 0.105, 0.116, 0.107, 0.113, 0.080, 0.061, 0.092, 0.096, 0.043, 0.060, 0.088, -0.636, 0.117, -0.376, -0.455, 0.989, -0.298, -0.434, 1.021, -0.737, 0.113, 0.086, 0.099, 0.106, 0.061, 0.071, 0.105, 0.098, -0.032, -0.333, 0.013, -0.071, -0.057, -0.131, -0.133, -0.036, -0.359, -0.268, 0.061, 0.036, 0.134, 0.081, 0.093, 0.110, 0.095, -0.019, -0.311, -0.093, -0.116, -0.065, -0.521, 0.021, -0.119, 0.488, -0.189, -0.193, -0.194, 0.073, 0.057, 0.038, 0.108, 0.087, 0.074, 0.001, 0.023, 0.005, 0.008, 0.023, -0.005, 0.000, 0.001, 0.033]
}

b) {
  "formula": "C41H56BCaN12O2S2Si",
  "method": "wB97M-V/def2-TZVPD",
  "gap_ev": 6.2,
  "total_charge": -1,
  "e_lumo_ev": 2.071,
  "species": ["Ca", "C", "C", "C", "C", "C", "C", "N", "N", "B", "N", "C", "C", "C", "N", "C", "C", "C", "N", "C", "C", "C", "N", "C", "C", "C", "H", "H", "H", "H", "H", "H", "H", "H", "H", "H", "H", "H", "H", "H", "H", "H", "H", "H", "H", "H", "H", "H", "H", "H", "H", "H", "H", "H", "N", "C", "N", "C", "C", "S", "C", "C", "S", "C", "N", "N", "H", "H", "H", "H", "H", "H", "C", "C", "O", "C", "C", "C", "C", "C", "C", "O", "H", "H", "H", "H", "H", "H", "H", "C", "C", "C", "C", "C", "C", "N", "N", "Si", "C", "C", "C", "H", "H", "H", "H", "H", "H", "H", "H", "H", "H", "H", "H", "H", "H", "H"],
  "coordinates": [[12.748, 11.419, 10.137], [13.406, 6.818, 9.609], [13.279, 6.734, 11.146], [12.529, 5.470, 11.565], [12.583, 8.001, 11.715], [11.604, 8.000, 12.775], [11.489, 9.347, 13.073], [12.463, 10.061, 12.375], [12.900, 9.219, 11.358], [13.622, 10.909, 13.142], [13.027, 12.393, 13.205], [12.825, 13.215, 14.302], [12.383, 14.460, 13.905], [12.383, 14.355, 12.484], [12.720, 13.123, 12.104], [11.895, 15.364, 11.466], [11.053, 16.441, 12.159], [11.160, 14.595, 10.373], [15.046, 10.806, 12.444], [16.164, 10.633, 13.154], [17.233, 10.894, 12.247], [16.678, 11.204, 11.008], [15.328, 11.118, 11.134], [17.544, 11.389, 9.745], [18.119, 12.841, 9.631], [18.736, 10.442, 9.831], [14.169, 6.181, 9.188], [12.426, 6.569, 9.190], [13.605, 7.849, 9.193], [14.326, 6.700, 11.567], [11.439, 5.485, 11.406], [12.912, 4.637, 11.045], [12.815, 5.255, 12.642], [11.170, 7.121, 13.252], [10.852, 9.843, 13.829], [13.664, 10.571, 14.282], [13.078, 12.850, 15.283], [12.261, 15.307, 14.537], [12.753, 15.881, 11.073], [10.158, 15.979, 12.600], [11.592, 16.888, 13.002], [10.832, 17.260, 11.435], [10.261, 14.075, 10.728], [10.852, 15.275, 9.563], [11.792, 13.862, 9.824], [16.122, 10.263, 14.194], [18.277, 10.895, 12.591], [16.939, 11.120, 8.798], [18.763, 13.099, 10.454], [18.739, 12.993, 8.746], [17.332, 13.656, 9.613], [19.507, 10.908, 10.535], [18.395, 9.486, 10.210], [19.165, 10.310, 8.870], [16.312, 11.155, 5.265], [17.012, 10.057, 5.623], [16.945, 9.510, 6.848], [17.551, 8.242, 6.795], [18.180, 8.006, 5.541], [17.933, 9.207, 4.403], [17.571, 7.383, 7.961], [17.933, 6.065, 7.827], [18.052, 5.338, 9.366], [17.362, 6.858, 10.107], [17.303, 7.847, 9.231], [17.144, 7.048, 11.405], [15.544, 11.504, 5.839], [16.681, 11.769, 4.558], [18.637, 7.082, 5.243], [18.114, 5.444, 6.959], [17.329, 6.364, 12.110], [17.057, 8.049, 11.616], [12.172, 14.089, 5.295], [13.347, 13.693, 6.108], [13.979, 12.657, 5.882], [13.800, 14.622, 7.184], [14.108, 15.967, 6.954], [14.708, 16.820, 7.893], [15.228, 16.327, 9.075], [14.950, 14.995, 9.304], [14.152, 14.200, 8.467], [13.675, 13.014, 8.872], [12.066, 13.278, 4.613], [12.444, 14.906, 4.629], [11.364, 14.347, 5.946], [13.865, 16.413, 6.001], [14.931, 17.831, 7.605], [15.752, 16.955, 9.848], [15.274, 14.529, 10.241], [13.089, 9.521, 6.809], [11.727, 9.342, 7.409], [10.719, 8.669, 6.696], [9.428, 8.505, 7.234], [9.142, 9.094, 8.481], [10.189, 9.968, 9.097], [11.509, 9.878, 8.602], [10.063, 10.867, 10.064], [8.507, 11.153, 10.825], [7.475, 12.042, 9.461], [8.709, 12.311, 12.268], [7.802, 9.564, 11.614], [13.148, 9.187, 5.808], [13.796, 8.952, 7.387], [13.340, 10.567, 6.729], [10.939, 8.143, 5.755], [8.689, 7.862, 6.740], [8.149, 9.135, 8.920], [8.218, 12.559, 8.753], [6.792, 12.837, 9.921], [6.786, 11.367, 8.931], [8.985, 11.845, 13.246], [7.758, 12.861, 12.406], [9.455, 13.038, 12.063], [7.910, 9.684, 12.714], [8.373, 8.630, 11.382], [6.753, 9.349, 11.385]],
  "lowdin_charge": [1.361, -0.065, -0.339, -0.100, -0.257, -0.006, -0.083, -0.104, 0.017, -0.448, -0.037, -0.083, -0.023, -0.267, 0.044, -0.355, -0.077, -0.064, -0.061, -0.088, -0.065, -0.258, 0.093, -0.332, -0.069, -0.110, 0.062, 0.082, 0.065, 0.128, 0.087, 0.048, 0.095, 0.095, 0.124, 0.101, 0.103, 0.082, 0.117, 0.082, 0.064, 0.086, 0.055, 0.086, 0.040, 0.117, 0.099, 0.137, 0.057, 0.069, 0.069, 0.095, 0.032, 0.059, 0.089, -0.673, 0.109, -0.297, -0.440, 1.014, -0.357, -0.415, 0.963, -0.641, 0.097, 0.113, 0.065, 0.089, 0.047, 0.065, 0.097, 0.105, 0.006, -0.359, 0.035, -0.111, -0.050, -0.136, -0.107, -0.061, -0.364, -0.330, 0.077, 0.087, 0.090, 0.096, 0.078, 0.119, 0.111, -0.028, -0.372, -0.098, -0.112, -0.048, -0.439, 0.008, -0.099, 0.400, -0.194, -0.183, -0.194, 0.062, 0.059, 0.052, 0.089, 0.093, 0.060, 0.047, 0.026, 0.004, 0.036, 0.033, -0.029, 0.014, 0.029, 0.012]
}

Which one is most stable, and which one is least stable? b) is the most stable of them, while a) is the least stable.

a) {
  "formula": "C3H6ClOP",
  "method": "wB97M-V/def2-TZVPD",
  "gap_ev": 9.6,
  "e_lumo_ev": 0.119,
  "species": ["C", "C", "C", "O", "P", "Cl", "H", "H", "H", "H", "H", "H"],
  "coordinates": [[-1.412, -0.362, 0.859], [-0.098, 0.277, 0.568], [0.693, -0.167, -0.599], [3.143, 0.361, -1.761], [2.003, 1.082, -1.214], [-0.116, 0.388, -2.184], [-1.358, -1.461, 0.728], [-1.666, -0.187, 1.949], [-2.311, -0.064, 0.196], [-0.077, 1.369, 0.468], [0.517, 0.011, 1.376], [0.681, -1.247, -0.385]],
  "lowdin_charge": [-0.127, -0.435, -0.758, -0.492, 0.722, 0.532, 0.077, 0.092, 0.099, 0.093, 0.097, 0.100]
}

b) {
  "formula": "C3H6ClOP",
  "method": "wB97M-V/def2-TZVPD",
  "gap_ev": 7.2,
  "e_lumo_ev": -1.396,
  "species": ["C", "C", "C", "O", "P", "Cl", "H", "H", "H", "H", "H", "H"],
  "coordinates": [[0.772, -0.427, -0.059], [-0.472, -1.152, -0.221], [0.475, 1.031, 0.066], [3.751, 0.668, 0.054], [2.294, -1.332, -0.242], [5.227, 0.099, 0.247], [-0.954, -0.838, -1.122], [-0.269, -2.259, -0.206], [-1.098, -0.930, 0.681], [0.754, 1.363, 1.043], [-0.572, 1.078, -0.160], [1.057, 1.587, -0.610]],
  "lowdin_charge": [-0.694, -0.194, -0.100, -0.976, 1.045, 0.414, 0.085, 0.079, 0.113, 0.091, 0.069, 0.068]
}

Which one is most stable, and which one is least stable? a) is the most stable of them, while b) is the least stable.

a) {
  "formula": "C4H5I",
  "method": "wB97M-V/def2-TZVPD",
  "smiles": "I[C@H]1C=CC1",
  "gap_ev": 9.8,
  "e_lumo_ev": 0.558,
  "species": ["I", "C", "C", "C", "C", "H", "H", "H", "H", "H"],
  "coordinates": [[-2.738, -0.083, 0.014], [-0.661, 0.010, -0.597], [0.135, 1.142, -0.038], [0.996, 0.341, 0.585], [0.304, -0.927, 0.166], [-0.666, -0.092, -1.679], [0.016, 2.204, -0.139], [1.884, 0.500, 1.168], [0.883, -1.607, -0.459], [-0.154, -1.488, 0.979]],
  "lowdin_charge": [0.720, -0.728, -0.148, -0.077, -0.224, 0.066, 0.097, 0.097, 0.105, 0.090]
}

b) {
  "formula": "C4H5I",
  "method": "wB97M-V/def2-TZVPD",
  "gap_ev": 8.2,
  "e_lumo_ev": 0.303,
  "species": ["C", "C", "C", "C", "I", "H", "H", "H", "H", "H"],
  "coordinates": [[0.959, 0.795, -0.542], [0.000, -0.033, -1.167], [-0.201, 0.892, 0.196], [-0.804, -0.437, 0.023], [-3.032, -0.410, -0.189], [1.344, -1.751, 2.348], [1.974, 1.186, -0.601], [-0.211, -0.155, -2.271], [-0.847, 1.809, 0.292], [0.818, -1.897, 1.911]],
  "lowdin_charge": [-0.025, -0.169, -0.216, -0.576, 0.554, 0.019, 0.115, 0.154, 0.138, 0.006]
}

Which one is most stable, and which one is least stable? a) is the most stable of them, while b) is the least stable.

a) {
  "formula": "C3H6P2",
  "method": "wB97M-V/def2-TZVPD",
  "gap_ev": [7.6, 7.4],
  "e_lumo_ev": [-0.252, -0.585],
  "species": ["C", "C", "C", "P", "P", "H", "H", "H", "H", "H", "H"],
  "coordinates": [[1.790, -1.095, 0.019], [-0.762, -0.620, -0.653], [-0.773, 0.690, 0.022], [0.294, -1.908, 0.108], [1.981, 0.677, -0.333], [2.745, -1.657, 0.431], [-1.735, -1.098, -0.656], [-0.549, -0.623, -1.778], [-1.248, 1.539, -0.460], [-0.954, 0.515, 1.025], [2.397, 1.170, 0.911]],
  "lowdin_charge": [-0.843, -0.650, -0.123, 0.821, 0.752, 0.024, 0.039, 0.088, 0.047, 0.012, -0.168]
}

b) {
  "formula": "C3H6P2",
  "method": "wB97M-V/def2-TZVPD",
  "gap_ev": 8.8,
  "e_lumo_ev": 0.334,
  "species": ["C", "C", "C", "P", "P", "H", "H", "H", "H", "H", "H"],
  "coordinates": [[0.207, -0.001, -0.514], [-1.548, -1.683, 0.308], [1.171, 1.056, -0.776], [0.019, -1.662, -0.841], [-1.292, 0.462, 0.470], [-2.383, -2.140, -0.213], [-1.537, -2.023, 1.297], [0.869, 1.875, -0.103], [0.980, 1.461, -1.838], [2.162, 0.615, -0.538], [-0.448, 0.595, 1.680]],
  "lowdin_charge": [-0.972, -0.512, -0.228, 0.802, 0.800, -0.014, -0.040, 0.043, 0.108, 0.082, -0.070]
}

Which one is most stable, and which one is least stable? b) is the most stable of them, while a) is the least stable.